Record 1
Molecular formula: C20H46I2N2O2P
Method: DFT, ωB97M-V with the def2-TZVPD basis set

Summary:
**Kohn-Sham gap**: 6.0508 eV
**Electronic energy**: -54044.0087 eV
**Net charge**: +1
**E_LUMO**: -3.30 eV
**HOMO**: -0.344 Eh

CARTESIAN COORDINATES (ANGSTROEM)
C (-0.367, -5.275, -3.336)
C (-0.132, -3.954, -2.621)
O (-0.614, -2.864, -3.374)
C (1.357, -3.683, -2.303)
P (2.158, -4.962, -1.306)
C (2.885, -4.291, 0.196)
C (3.014, -5.240, 1.425)
C (2.604, -6.695, 1.222)
I (3.281, -7.894, 2.850)
C (3.326, -5.929, -2.305)
C (4.132, -5.165, -3.351)
O (4.248, -5.561, -4.454)
I (5.090, -3.350, -2.750)
H (-0.232, -6.146, -2.691)
H (-1.395, -5.295, -3.694)
H (0.300, -5.369, -4.199)
H (-0.707, -3.911, -1.692)
H (-0.231, -2.878, -4.259)
H (1.897, -3.560, -3.246)
H (1.451, -2.746, -1.750)
H (1.157, -5.859, -0.938)
H (3.866, -3.916, -0.103)
H (2.279, -3.418, 0.455)
H (2.402, -4.827, 2.226)
H (4.046, -5.195, 1.772)
H (1.524, -6.821, 1.224)
H (3.029, -7.154, 0.330)
H (4.018, -6.464, -1.649)
H (2.752, -6.675, -2.862)
C (-1.030, 2.003, 3.085)
C (0.060, 0.945, 3.107)
N (-0.086, -0.041, 2.044)
C (0.766, -1.196, 2.209)
C (2.287, -1.002, 2.118)
C (-0.187, 0.492, 0.694)
C (0.964, 1.365, 0.178)
H (-2.019, 1.545, 3.122)
H (-0.924, 2.661, 3.947)
H (-0.973, 2.628, 2.193)
H (0.011, 0.403, 4.055)
H (1.041, 1.446, 3.090)
H (0.455, -1.941, 1.464)
H (0.535, -1.636, 3.184)
H (2.617, -0.835, 1.091)
H (2.791, -1.901, 2.488)
H (2.637, -0.167, 2.724)
H (-1.110, 1.071, 0.632)
H (-0.335, -0.357, 0.019)
H (1.283, 2.093, 0.925)
H (0.635, 1.924, -0.700)
H (1.836, 0.780, -0.114)
C (-3.931, 8.417, 0.504)
C (-2.803, 7.403, 0.402)
N (-3.208, 6.057, 0.773)
C (-2.095, 5.148, 0.957)
C (-1.229, 4.798, -0.261)
C (-4.355, 5.523, 0.057)
C (-4.270, 5.439, -1.473)
H (-4.372, 8.405, 1.501)
H (-3.544, 9.418, 0.310)
H (-4.721, 8.229, -0.224)
H (-2.006, 7.695, 1.092)
H (-2.367, 7.457, -0.609)
H (-2.487, 4.222, 1.389)
H (-1.446, 5.585, 1.723)
H (-1.734, 4.111, -0.940)
H (-0.308, 4.312, 0.072)
H (-0.942, 5.686, -0.826)
H (-5.225, 6.127, 0.319)
H (-4.559, 4.529, 0.466)
H (-3.857, 6.352, -1.904)
H (-5.269, 5.306, -1.890)
H (-3.660, 4.602, -1.811)

Cartesian forces (eV/Å) of the 3 atoms listed first:
C 0.030 0.036 -0.058
C -0.046 0.101 -0.045
O 0.068 0.065 0.092


Record 2
Molecular formula: C20H46N3O8P2
Method: DFT, ωB97M-V with the def2-TZVPD basis set

Summary:
**Kohn-Sham gap**: 5.4785 eV
**Electronic energy**: -60903.0977 eV
**Net charge**: +1
**E_LUMO**: -5.56 eV
**HOMO**: -0.406 Eh

CARTESIAN COORDINATES (ANGSTROEM)
C (3.995, 2.143, 2.808)
C (3.025, 1.403, 1.911)
C (2.818, 2.000, 0.526)
C (2.411, 0.286, 2.284)
C (1.443, -0.452, 1.392)
C (0.283, -1.023, 2.259)
C (-0.937, -0.082, 2.365)
C (-2.200, -1.012, 2.429)
C (-0.844, 0.703, 3.700)
C (-0.913, 2.239, 3.584)
N (-0.418, 2.791, 2.274)
C (0.629, 3.848, 2.439)
C (0.088, 5.094, 3.148)
C (-1.077, 5.606, 2.322)
N (-2.078, 4.550, 2.015)
C (-1.485, 3.347, 1.625)
N (-2.014, 2.700, 0.564)
H (3.517, 3.027, 3.243)
H (4.375, 1.515, 3.610)
H (4.807, 2.518, 2.184)
H (3.194, 1.333, -0.247)
H (1.741, 2.159, 0.415)
H (3.295, 2.976, 0.426)
H (2.663, -0.119, 3.260)
H (1.898, -1.293, 0.865)
H (0.975, 0.176, 0.637)
H (0.625, -1.353, 3.241)
H (-0.043, -1.934, 1.749)
H (-1.071, 0.538, 1.483)
H (-2.928, -0.662, 3.162)
H (-1.869, -1.988, 2.790)
H (-2.638, -1.173, 1.445)
H (0.077, 0.455, 4.225)
H (-1.648, 0.408, 4.377)
H (-1.904, 2.619, 3.851)
H (-0.251, 2.656, 4.345)
H (1.442, 3.401, 3.005)
H (0.964, 4.118, 1.436)
H (0.889, 5.823, 3.272)
H (-0.206, 4.791, 4.156)
H (-0.706, 6.035, 1.390)
H (-1.582, 6.418, 2.842)
H (-2.715, 4.399, 2.795)
H (-1.538, 2.762, -0.325)
H (-2.891, 2.200, 0.600)
C (1.874, -5.420, -0.470)
O (2.744, -4.636, -1.279)
P (2.189, -3.521, -2.357)
O (1.933, -2.369, -1.461)
O (0.807, -4.359, -2.679)
C (0.854, -5.683, -3.223)
O (2.088, -2.740, -3.834)
C (2.635, -3.403, -4.995)
H (2.370, -5.546, 0.491)
H (0.906, -4.946, -0.324)
H (1.751, -6.411, -0.907)
H (0.224, -6.329, -2.613)
H (1.868, -6.086, -3.244)
H (0.440, -5.681, -4.232)
H (2.059, -4.300, -5.235)
H (3.679, -3.671, -4.835)
H (2.574, -2.717, -5.835)
C (-4.245, 1.191, -3.478)
O (-3.722, 0.141, -4.272)
P (-3.236, -1.303, -3.630)
O (-4.525, -2.007, -3.490)
O (-2.745, -0.658, -2.187)
C (-1.737, 0.339, -2.137)
O (-2.185, -2.583, -3.477)
C (-0.819, -2.403, -3.914)
H (-5.020, 1.678, -4.068)
H (-4.672, 0.830, -2.543)
H (-3.468, 1.934, -3.282)
H (-2.112, 1.170, -1.537)
H (-1.466, 0.706, -3.129)
H (-0.850, -0.055, -1.636)
H (-0.298, -1.682, -3.279)
H (-0.783, -2.070, -4.952)
H (-0.311, -3.358, -3.832)

Cartesian forces (eV/Å) of the 3 atoms listed first:
C -0.304 -0.079 -0.489
C 0.488 0.439 -0.006
C -0.333 0.111 0.755


Record 3
Molecular formula: C20H46O2P4Pm
Method: DFT, ωB97M-V with the def2-TZVPD basis set

Summary:
**Kohn-Sham gap (spin up / spin down)**: 7.6491 / 7.8674 eV
**Electronic energy**: -79267.4143 eV
**Net charge**: +3
**Multiplicity**: 5
**E_LUMO (spin up / spin down)**: -9.40 / -9.19 eV
**HOMO (spin up / spin down)**: -0.626 / -0.627 Eh
**Relative energy (zero: lowest compared OMol25 entry of this formula, charge and spin)**: 0.223 eV

CARTESIAN COORDINATES (ANGSTROEM)
Pm (-0.050, 0.351, 0.174)
P (2.110, 1.025, 1.905)
P (-0.855, 2.776, -0.984)
P (2.188, -0.242, -1.586)
H (-0.892, -4.177, 0.914)
C (0.110, -4.616, 0.768)
C (1.135, -4.306, 1.577)
H (1.006, -3.587, 2.399)
C (1.621, 1.346, 3.635)
C (2.972, 2.589, 1.483)
C (3.507, -0.143, 2.140)
C (-2.242, 2.739, -2.194)
C (-1.440, 4.070, 0.185)
C (0.383, 3.730, -1.946)
C (2.862, -1.910, -1.218)
C (3.717, 0.757, -1.690)
C (1.789, -0.418, -3.364)
H (0.216, -5.339, -0.060)
H (2.139, -4.716, 1.425)
H (1.154, 0.448, 4.057)
H (0.897, 2.168, 3.667)
H (2.503, 1.613, 4.232)
H (2.225, 3.352, 1.234)
H (3.621, 2.450, 0.611)
H (3.563, 2.933, 2.340)
H (3.104, -1.159, 2.251)
H (4.068, 0.122, 3.044)
H (4.175, -0.134, 1.272)
H (-2.283, 3.696, -2.743)
H (-3.198, 2.580, -1.667)
H (-2.095, 1.919, -2.916)
H (-2.174, 4.738, -0.293)
H (-0.587, 4.666, 0.543)
H (-1.915, 3.588, 1.055)
H (-0.108, 4.297, -2.763)
H (1.120, 3.032, -2.391)
H (0.919, 4.435, -1.282)
H (3.318, -2.314, -2.132)
H (2.062, -2.586, -0.887)
H (3.612, -1.844, -0.419)
H (4.285, 0.453, -2.578)
H (4.338, 0.625, -0.797)
H (3.456, 1.817, -1.782)
H (2.614, -0.955, -3.853)
H (1.673, 0.579, -3.812)
H (0.855, -0.978, -3.501)
C (-1.793, -1.608, -2.077)
C (-2.756, -0.919, -2.820)
C (-2.937, -1.336, -4.135)
C (-2.227, -2.442, -4.621)
C (-1.345, -3.169, -3.814)
C (-1.157, -2.776, -2.485)
O (-1.187, -0.956, -0.969)
H (-1.795, -0.218, -0.507)
H (-3.270, -0.059, -2.411)
H (-3.609, -0.779, -4.801)
H (-2.379, -2.719, -5.660)
H (-0.771, -3.999, -4.240)
H (-0.468, -3.283, -1.809)
C (-4.113, -0.677, 2.716)
P (-2.382, -0.280, 2.870)
C (-2.167, 1.149, 3.913)
C (-1.513, -1.661, 3.597)
O (-1.814, 0.037, 1.464)
H (-4.535, -1.044, 3.663)
H (-4.250, -1.455, 1.952)
H (-4.676, 0.218, 2.414)
H (-2.774, 1.077, 4.832)
H (-1.113, 1.265, 4.217)
H (-2.477, 2.056, 3.370)
H (-1.217, -2.393, 2.832)
H (-0.610, -1.320, 4.121)
H (-2.141, -2.183, 4.336)

Cartesian forces (eV/Å) of the 3 atoms listed first:
Pm 3.341 1.629 2.162
P 1.715 0.319 0.945
P -0.914 2.299 -1.045


Record 4
Molecular formula: C20H46OP4STm
Method: DFT, ωB97M-V with the def2-TZVPD basis set

Summary:
**Kohn-Sham gap (spin up / spin down)**: 5.4910 / 5.5463 eV
**Electronic energy**: -101027.7492 eV
**Net charge**: +3
**Multiplicity**: 3
**E_LUMO (spin up / spin down)**: -9.71 / -9.70 eV
**HOMO (spin up / spin down)**: -0.559 / -0.560 Eh
**Relative energy (zero: lowest compared OMol25 entry of this formula, charge and spin)**: 2.473 eV

CARTESIAN COORDINATES (ANGSTROEM)
Tm (-0.053, 0.027, -1.607)
P (-1.370, -2.319, -1.836)
P (-1.530, 0.400, 0.807)
P (1.779, -2.689, 3.235)
H (1.894, 0.480, -2.462)
C (2.368, -0.021, -1.511)
C (1.736, -1.224, -0.912)
H (1.136, -1.191, 0.103)
C (-2.370, -1.962, -3.343)
C (-2.646, -3.024, -0.723)
C (-0.422, -3.804, -2.329)
C (-1.192, 1.931, 1.777)
C (-3.266, 0.765, 0.264)
C (-1.943, -0.712, 2.208)
C (2.682, -3.795, 4.328)
C (0.479, -3.637, 2.444)
C (1.069, -1.368, 4.208)
H (3.363, -0.233, -1.942)
H (1.898, -2.179, -1.417)
H (-1.774, -1.395, -4.074)
H (-3.242, -1.351, -3.076)
H (-2.706, -2.903, -3.797)
H (-3.367, -2.248, -0.424)
H (-2.166, -3.431, 0.180)
H (-3.185, -3.843, -1.227)
H (0.514, -3.490, -2.812)
H (-0.991, -4.412, -3.047)
H (-0.181, -4.413, -1.445)
H (-2.066, 2.170, 2.410)
H (-0.982, 2.765, 1.095)
H (-0.293, 1.780, 2.390)
H (-3.836, 1.129, 1.138)
H (-3.731, -0.139, -0.158)
H (-3.271, 1.542, -0.516)
H (-2.731, -0.260, 2.833)
H (-1.066, -0.874, 2.842)
H (-2.259, -1.697, 1.847)
H (2.369, -3.656, 5.376)
H (3.759, -3.592, 4.263)
H (2.541, -4.852, 4.062)
H (0.131, -4.455, 3.093)
H (0.856, -4.120, 1.533)
H (-0.402, -3.032, 2.197)
H (1.781, -1.108, 5.001)
H (0.089, -1.652, 4.620)
H (1.005, -0.468, 3.596)
C (3.076, 0.479, 0.967)
C (2.832, 1.489, 1.905)
C (2.892, 2.857, 1.542)
C (3.194, 3.281, 0.204)
C (3.062, 2.342, -0.775)
C (2.480, 1.010, -0.393)
S (3.664, -1.123, 1.240)
H (2.705, -1.918, 2.129)
H (2.422, 1.112, 2.847)
H (2.729, 3.605, 2.307)
H (3.515, 4.325, -0.004)
H (3.337, 2.537, -1.824)
H (1.366, 1.213, -0.001)
C (-2.500, 3.731, -1.803)
P (-1.033, 3.331, -2.723)
C (0.359, 4.344, -2.243)
C (-1.291, 3.252, -4.481)
O (-0.654, 1.869, -2.319)
H (-3.350, 3.143, -2.174)
H (-2.767, 4.788, -1.907)
H (-2.349, 3.537, -0.731)
H (0.035, 5.353, -1.951)
H (0.842, 3.903, -1.355)
H (1.077, 4.425, -3.078)
H (-0.505, 2.631, -4.936)
H (-2.270, 2.797, -4.689)
H (-1.279, 4.245, -4.947)

Cartesian forces (eV/Å) of the 3 atoms listed first:
Tm -0.229 -0.512 0.351
P -1.117 -1.293 -0.510
P -1.316 0.756 1.053


Record 5
Molecular formula: C20H48BiINOP3
Method: DFT, ωB97M-V with the def2-TZVPD basis set

Summary:
**Kohn-Sham gap (spin up / spin down)**: 5.6504 / 5.7850 eV
**Electronic energy**: -66847.1724 eV
**Net charge**: +2
**E_LUMO (spin up / spin down)**: -6.50 / -6.45 eV
**HOMO (spin up / spin down)**: -0.447 / -0.450 Eh

CARTESIAN COORDINATES (ANGSTROEM)
C (2.551, 1.108, -0.671)
I (2.157, 2.102, -2.428)
H (3.698, 1.151, -0.813)
H (2.284, -0.040, -0.546)
H (2.169, 1.759, 0.204)
Bi (-0.701, 0.306, -0.539)
P (0.602, -2.021, -1.606)
C (0.257, -3.582, -0.753)
C (-0.225, -2.248, -3.241)
H (0.369, -2.906, -3.877)
H (2.462, -2.999, -2.746)
H (-0.342, -1.261, -3.700)
H (2.717, -1.220, -2.522)
H (-0.791, -3.886, -0.882)
H (-1.208, -2.679, -3.036)
C (2.369, -2.151, -2.051)
H (0.909, -4.353, -1.190)
H (2.914, -2.353, -1.113)
H (0.475, -3.487, 0.319)
P (-0.414, 2.670, 1.018)
C (-0.714, 2.604, 2.801)
C (1.002, 3.767, 0.876)
H (-1.692, 3.698, -0.731)
H (-1.638, 4.770, 0.753)
H (-2.759, 3.330, 0.711)
C (-1.780, 3.737, 0.376)
H (1.379, 3.731, -0.156)
H (0.683, 4.783, 1.139)
H (-1.003, 3.607, 3.138)
H (0.210, 2.292, 3.299)
H (1.740, 3.398, 1.598)
H (-1.517, 1.892, 3.027)
C (-1.385, -0.963, 1.784)
O (-0.260, -1.369, 2.018)
C (-3.562, -3.588, 3.225)
C (-4.331, -3.016, 1.981)
C (-3.660, -3.563, 0.718)
C (-5.769, -3.567, 2.026)
P (-4.273, -1.169, 1.978)
N (-2.507, -0.783, 1.329)
C (-5.389, -0.409, 0.782)
C (-6.836, -0.319, 1.337)
C (-4.865, 1.036, 0.489)
C (-5.329, -1.265, -0.521)
C (-4.474, -0.459, 3.776)
C (-4.653, 1.057, 3.692)
C (-5.755, -0.994, 4.484)
C (-3.260, -0.700, 4.687)
H (-3.497, -4.680, 3.213)
H (-4.029, -3.309, 4.177)
H (-2.504, -3.244, 3.197)
H (-3.357, -4.613, 0.956)
H (-4.294, -3.585, -0.190)
H (-2.746, -3.004, 0.449)
H (-6.375, -3.248, 2.894)
H (-6.318, -3.317, 1.120)
H (-5.729, -4.671, 2.055)
H (-6.986, 0.355, 2.198)
H (-7.518, 0.046, 0.548)
H (-7.245, -1.304, 1.629)
H (-3.807, 0.945, 0.153)
H (-5.465, 1.437, -0.361)
H (-4.931, 1.722, 1.362)
H (-4.246, -1.378, -0.833)
H (-5.821, -2.255, -0.340)
H (-5.864, -0.655, -1.298)
H (-5.596, 1.400, 3.235)
H (-4.620, 1.586, 4.678)
H (-3.822, 1.492, 3.141)
H (-5.698, -2.062, 4.765)
H (-5.918, -0.446, 5.447)
H (-6.705, -0.909, 3.918)
H (-3.016, -1.778, 4.753)
H (-2.394, -0.154, 4.281)
H (-3.436, -0.271, 5.711)

Cartesian forces (eV/Å) of the 3 atoms listed first:
C 2.033 -1.334 1.956
I -1.007 0.289 -1.367
H -1.783 -0.272 1.340


Record 6
Molecular formula: C20H48F12N4O16S4
Method: DFT, ωB97M-V with the def2-TZVPD basis set

Summary:
**Kohn-Sham gap (spin up / spin down)**: 2.5895 / 6.5000 eV
**Electronic energy**: -136183.2470 eV
**Net charge**: -1
**Multiplicity**: 2
**E_LUMO (spin up / spin down)**: 0.72 / 0.63 eV
**HOMO (spin up / spin down)**: -0.069 / -0.216 Eh

CARTESIAN COORDINATES (ANGSTROEM)
C (4.288, -1.330, -0.221)
C (4.736, -0.475, -1.515)
C (3.888, -0.919, -2.697)
O (4.464, -2.079, -3.290)
C (3.612, -2.694, -4.226)
N (4.536, 0.960, -1.129)
H (4.886, 1.660, -1.767)
H (3.540, 1.125, -1.131)
H (4.917, 1.140, -0.211)
H (4.988, -1.388, 0.612)
H (4.077, -2.367, -0.484)
H (3.309, -0.999, 0.126)
H (5.802, -0.639, -1.675)
H (3.829, -0.240, -3.547)
H (2.843, -1.119, -2.461)
H (2.866, -3.329, -3.749)
H (4.168, -3.212, -5.008)
H (3.093, -2.007, -4.895)
C (-2.578, 5.899, 1.860)
C (-1.646, 5.489, 0.631)
C (-0.248, 5.135, 1.037)
O (0.567, 4.968, -0.089)
C (1.932, 4.655, 0.252)
N (-2.277, 4.273, -0.097)
H (-1.692, 3.925, -0.843)
H (-2.364, 3.604, 0.655)
H (-3.101, 4.645, -0.546)
H (-3.595, 6.087, 1.517)
H (-2.215, 6.851, 2.245)
H (-2.542, 5.057, 2.551)
H (-1.701, 6.360, -0.022)
H (-0.178, 4.202, 1.596)
H (0.301, 5.876, 1.618)
H (2.436, 5.274, 0.996)
H (2.597, 4.615, -0.611)
H (1.912, 3.677, 0.732)
C (2.822, 1.885, 2.929)
C (1.860, 1.297, 3.849)
C (2.328, 1.090, 5.312)
O (1.250, 0.286, 5.936)
C (1.750, -0.641, 6.912)
N (0.642, 2.213, 3.754)
H (0.379, 2.159, 2.780)
H (-0.250, 1.976, 4.164)
H (0.824, 3.146, 4.095)
H (3.786, 1.377, 2.982)
H (3.103, 2.926, 3.092)
H (2.527, 1.691, 1.898)
H (1.645, 0.286, 3.505)
H (2.365, 2.062, 5.804)
H (3.294, 0.585, 5.288)
H (2.206, -0.298, 7.840)
H (2.300, -1.404, 6.361)
H (0.893, -1.248, 7.203)
C (-2.650, -3.602, -1.918)
C (-2.969, -3.234, -0.455)
C (-4.345, -2.547, -0.398)
O (-4.832, -2.558, 0.933)
C (-6.061, -1.921, 1.160)
N (-3.021, -4.504, 0.401)
H (-2.384, -4.529, 1.184)
H (-3.971, -4.678, 0.693)
H (-2.776, -5.351, -0.092)
H (-3.254, -4.414, -2.322)
H (-1.620, -3.920, -2.076)
H (-2.905, -2.787, -2.596)
H (-2.190, -2.633, 0.014)
H (-4.953, -3.109, -1.107)
H (-4.159, -1.561, -0.823)
H (-5.934, -0.925, 0.735)
H (-5.907, -1.971, 2.238)
H (-6.835, -2.508, 0.666)
C (1.368, -3.017, 2.431)
F (0.520, -1.999, 2.491)
F (2.472, -2.682, 1.738)
F (1.761, -3.348, 3.696)
S (0.355, -4.411, 1.551)
O (-0.927, -4.462, 2.298)
O (0.264, -4.119, 0.102)
O (1.216, -5.624, 1.720)
C (-3.601, 1.155, -2.468)
F (-2.752, 1.419, -1.535)
F (-3.404, 0.032, -3.217)
F (-4.956, 1.142, -2.008)
S (-3.501, 2.651, -3.826)
O (-4.560, 3.535, -3.361)
O (-2.141, 3.103, -3.815)
O (-3.809, 2.109, -5.173)
C (-0.220, -2.034, -5.236)
F (0.854, -1.311, -4.859)
F (-1.083, -2.091, -4.209)
F (-0.845, -1.611, -6.256)
S (0.272, -3.988, -5.510)
O (-0.840, -4.586, -6.196)
O (1.491, -3.927, -6.349)
O (0.484, -4.386, -4.120)
C (-0.642, -0.416, -0.642)
F (0.151, -1.463, -0.249)
F (-0.888, -0.486, -2.008)
F (-1.824, -0.333, 0.009)
S (0.415, 1.199, -0.369)
O (0.112, 1.580, 1.052)
O (1.807, 0.768, -0.577)
O (0.040, 2.285, -1.260)

Cartesian forces (eV/Å) of the 3 atoms listed first:
C -0.169 0.269 -1.129
C -0.310 -2.188 2.041
C -0.158 -0.624 -1.772